{"formula": "C5H13O5P", "method": "ωB97M-V/def2-TZVPD", "species": ["C", "O", "C", "C", "O", "C", "P", "O", "O", "O", "C", "H", "H", "H", "H", "H", "H", "H", "H", "H", "H", "H", "H", "H"], "positions_angstrom": [[-0.66, 2.16, 0.86], [-0.96, 1.54, -0.40], [-0.34, 0.30, -0.39], [-0.68, -0.38, -1.77], [-0.82, -0.42, 0.72], [-2.25, -0.63, 0.67], [1.50, 0.32, -0.08], [1.98, 0.80, 1.22], [2.14, 1.22, -1.24], [2.04, -1.16, -0.49], [2.06, -2.04, 0.69], [-1.62, 2.24, 1.37], [-0.24, 3.15, 0.70], [0.17, 1.69, 1.45], [-1.18, -1.33, -1.54], [-1.29, 0.32, -2.31], [0.22, -0.72, -2.27], [-2.59, 0.03, -0.16], [-2.75, -0.42, 1.55], [-2.37, -1.70, 0.52], [1.40, 1.56, -1.72], [2.58, -1.45, 1.41], [2.61, -2.95, 0.29], [1.06, -2.15, 0.94]], "mulliken_charge": [-0.803, -0.425, 0.678, -1.350, -0.401, -0.851, 1.221, -0.742, -0.598, -0.354, -0.656, 0.319, 0.317, 0.391, 0.318, 0.358, 0.441, 0.406, 0.280, 0.268, 0.362, 0.355, 0.194, 0.272], "lumo_energy_ev": 0.7, "largest_force_ev_per_a": 3.091, "total_energy_ev": -24922.3553, "gap_ev": 10.80, "e_above_lowest_kcal_mol": 0.0, "multiplicity": 1, "total_charge": 0}

---

{"formula": "C5H13OP", "method": "ωB97M-V/def2-TZVPD", "species": ["C", "C", "C", "P", "C", "O", "H", "H", "H", "H", "H", "H", "H", "H", "H", "C", "H", "H", "H", "H"], "positions_angstrom": [[-1.41, -0.98, -1.83], [-1.14, -0.17, -0.81], [-0.74, 1.30, -1.02], [-1.46, -0.94, 0.83], [-0.31, -0.46, 2.23], [-1.69, -2.35, 0.76], [-1.42, -0.85, -2.85], [-1.64, -2.06, -1.73], [0.37, 1.49, -0.83], [-1.02, 1.63, -2.12], [-1.22, 2.00, -0.28], [-2.64, -0.19, 1.16], [-0.58, 0.45, 2.64], [-0.56, -1.29, 2.89], [0.73, -0.45, 2.03], [2.37, -0.68, 0.11], [1.26, -0.74, 0.11], [2.95, -1.62, 0.22], [2.51, -0.25, -0.84], [2.61, 0.06, 0.79]], "mulliken_charge": [-1.135, 0.710, -0.931, 0.514, -0.997, -0.664, 0.387, 0.261, 0.208, 0.305, 0.296, 0.055, 0.365, 0.290, 0.374, -0.943, -0.081, 0.257, 0.364, 0.364], "lumo_energy_ev": 0.9, "largest_force_ev_per_a": 4.564, "total_energy_ev": -16730.9741, "gap_ev": 10.93, "e_above_lowest_kcal_mol": 29.8, "multiplicity": 1, "total_charge": 0}

---

{"formula": "C5H13OS", "method": "ωB97M-V/def2-TZVPD", "species": ["C", "O", "C", "C", "H", "H", "H", "H", "H", "H", "H", "H", "C", "C", "S", "H", "H", "H", "H", "H"], "positions_angstrom": [[1.01, -0.16, -0.03], [0.56, 0.26, -1.34], [2.27, -0.98, -0.18], [2.75, -1.27, 1.23], [1.13, 0.69, 0.66], [0.22, -0.85, 0.38], [0.01, 1.07, -1.12], [2.01, -1.89, -0.74], [3.04, -0.42, -0.77], [2.04, -1.91, 1.74], [3.75, -1.77, 1.33], [2.66, -0.30, 1.79], [-2.88, 0.43, -0.99], [-2.69, 1.34, 0.24], [-1.14, 2.31, 0.09], [-2.01, -0.27, -1.01], [-2.84, 1.09, -1.87], [-3.81, -0.15, -0.95], [-2.56, 0.73, 1.14], [-3.51, 2.06, 0.41]], "mulliken_charge": [-0.385, -0.547, -0.234, -1.089, 0.393, 0.103, 0.134, 0.199, 0.262, 0.309, 0.304, 0.294, -0.916, -0.364, -0.664, 0.184, 0.213, 0.359, 0.185, 0.260], "lumo_energy_ev": 3.7, "largest_force_ev_per_a": 1.734, "total_energy_ev": -18279.2455, "gap_ev": 6.42, "e_above_lowest_kcal_mol": 10.3, "multiplicity": 1, "total_charge": -1}